Entry from the Open Molecules 2025 dataset: a 2-piece molecular cluster, Cl2O2 overall in a non-equilibrium geometry (ωB97M-V with the def2-TZVPD basis set).

Calculated values
Kohn-Sham gap (spin up / spin down): 6.99 / 6.99 eV
LUMO energy (spin up / spin down): -3.425 / -3.422 eV
HOMO energy (spin up / spin down): -10.4 / -10.4 eV
Relative energy (zero: lowest compared OMol25 entry of this formula, charge and spin): 33.02 kcal per mole

Geometry (Å):
O: -0.57535 -0.15653 -0.57931
O: 0.88703 0.36696 0.72427
Cl: -0.54592 0.37805 -2.12230
Cl: 0.42446 -0.45195 2.06846

---

Entry from the Open Molecules 2025 dataset: Cl2O2V as an isolated structure in a non-equilibrium geometry (ωB97M-V with the def2-TZVPD basis set).

Calculated values
Kohn-Sham gap (spin up / spin down): 7.83 / 7.44 eV
LUMO energy (spin up / spin down): -3.148 / -3.527 eV
HOMO energy (spin up / spin down): -11.0 / -11.0 eV
Multiplicity: 2

Geometry (Å):
O: -26.42477 -11.40042 6.80574
V: -26.11522 -11.58266 5.34980
O: -26.75717 -10.24357 4.46827
Cl: -23.67528 -11.86363 4.62956
Cl: -28.51094 -7.84061 4.44940

---

Entry from the Open Molecules 2025 dataset: the molecule Cl2O3S2 in a non-equilibrium geometry (ωB97M-V with the def2-TZVPD basis set).

Calculated values
Kohn-Sham gap (spin up / spin down): 7.55 / 7.55 eV
LUMO energy (spin up / spin down): -2.632 / -2.633 eV
HOMO energy (spin up / spin down): -10.2 / -10.2 eV
Relative energy (zero: lowest compared OMol25 entry of this formula, charge and spin): 28.47 kcal per mole

Geometry (Å):
O: -1.63629 0.79470 -1.38711
O: 2.14680 -0.14453 -0.78031
O: 1.19034 -0.31052 1.51624
S: -0.96019 1.31576 -0.24601
S: 1.00616 -0.32140 0.10435
Cl: -1.74295 0.50328 1.38495
Cl: -0.34878 -2.01977 -0.14070

---

| no. | total energy (Ha) |
| --- | --- |
| 1 | -1070.59004 |
| 2 | -2014.76642 |
| 3 | -1942.40554 |